Entry a
The following is a DFT calculation (wB97M-V/def2-TZVPD) of a 16-piece molecular cluster, C64H176N16O16 overall.

Last column: Mulliken charge in e.
Cartesian coordinates (Å):
C 2.711 -0.979 5.074  -1.05
C 1.982 -1.988 4.200  0.62
C 1.548 -3.212 5.041  -0.01
O 2.628 -4.107 5.292  -0.50
C 2.220 -5.328 5.886  -0.76
N 0.793 -1.307 3.655  1.10
H 3.594 -1.320 5.614  0.47
H 1.960 -0.561 5.782  -0.12
H 2.903 -0.089 4.435  0.08
H 2.724 -2.342 3.423  -0.10
H 0.805 -3.801 4.521  -0.28
H 1.084 -2.745 5.957  0.41
H 3.097 -5.977 6.011  0.31
H 1.606 -5.944 5.246  0.22
H 1.789 -5.087 6.828  0.35
H 0.574 -1.685 2.749  -0.46
H 0.992 -0.367 3.350  -0.45
C -3.522 5.156 -5.721  -1.42
C -2.006 4.779 -5.529  0.81
C -1.594 3.320 -5.975  0.04
O -2.240 2.352 -5.193  -0.08
C -1.659 1.092 -5.506  0.22
N -1.263 5.653 -6.436  -0.49
H -4.224 4.484 -5.173  0.22
H -3.797 5.213 -6.804  0.39
H -3.630 6.165 -5.292  0.43
H -1.721 4.875 -4.457  -0.32
H -0.479 3.190 -5.875  -0.44
H -1.956 3.212 -7.004  0.26
H -1.957 0.636 -6.443  0.33
H -2.056 0.377 -4.744  -0.19
H -0.592 1.127 -5.318  -0.28
H -1.700 6.536 -6.730  0.24
H -0.394 5.839 -5.950  0.21
C 3.024 2.798 3.672  -0.43
C 3.133 3.853 2.527  1.85
C 1.807 4.510 2.035  -1.58
O 0.784 3.606 1.739  0.96
C -0.451 4.265 1.663  -0.72
N 4.102 4.874 2.835  -0.70
H 2.072 2.240 3.574  -0.43
H 2.988 3.287 4.651  0.31
H 4.001 2.221 3.657  -0.07
H 3.522 3.348 1.634  -0.78
H 1.977 5.204 1.209  0.26
H 1.470 5.118 2.859  0.59
H -0.721 4.773 2.644  0.03
H -1.186 3.486 1.476  0.14
H -0.572 5.062 0.944  0.14
H 3.891 5.359 3.700  0.32
H 4.997 4.419 2.928  0.25
C 3.437 -0.518 -2.181  0.79
C 4.635 -1.426 -2.336  0.07
C 5.878 -0.668 -2.877  -1.41
O 6.109 0.240 -1.863  0.13
C 7.281 1.011 -2.201  -0.87
N 4.726 -2.103 -1.035  -0.16
H 2.628 -1.242 -1.912  -0.36
H 3.224 -0.081 -3.169  -0.42
H 3.664 0.240 -1.393  -0.15
H 4.344 -2.317 -2.926  0.35
H 5.578 -0.283 -3.874  0.49
H 6.669 -1.408 -3.004  0.48
H 7.506 1.672 -1.374  0.03
H 7.122 1.572 -3.129  0.31
H 8.091 0.357 -2.429  0.40
H 5.220 -1.503 -0.400  -0.05
H 5.256 -2.919 -1.100  0.36
C -2.137 -4.431 3.924  0.03
C -2.322 -5.476 2.801  -0.06
C -3.777 -5.740 2.437  -0.48
O -4.346 -6.178 3.665  -0.37
C -5.690 -6.589 3.497  -0.86
N -1.654 -5.118 1.546  -0.09
H -2.560 -3.422 3.700  -0.18
H -1.100 -4.255 4.235  -0.47
H -2.699 -4.815 4.793  0.57
H -1.944 -6.406 3.136  0.47
H -3.851 -6.518 1.678  0.68
H -4.252 -4.745 2.177  0.00
H -5.801 -7.455 2.832  0.29
H -6.333 -5.857 3.070  0.33
H -5.976 -6.874 4.496  0.30
H -1.943 -5.657 0.718  0.08
H -0.671 -5.313 1.609  -0.17
C 4.616 3.705 -1.520  0.11
C 4.117 5.035 -2.022  0.01
C 2.505 5.004 -2.091  1.34
O 1.935 6.212 -2.554  -0.51
C 0.605 6.236 -2.128  -0.50
N 4.743 6.106 -1.328  -0.66
H 5.690 3.690 -1.438  0.48
H 4.243 2.912 -2.172  -0.07
H 4.141 3.612 -0.569  -0.66
H 4.417 5.071 -3.074  0.31
H 2.194 4.830 -1.040  -0.69
H 2.283 4.143 -2.721  -0.37
H 0.072 5.422 -2.622  0.15
H 0.244 7.125 -2.646  0.37
H 0.456 6.385 -1.036  0.22
H 4.380 7.006 -1.540  0.32
H 4.785 5.968 -0.287  0.20
C 2.699 1.872 -9.586  -1.46
C 1.512 2.570 -8.969  0.68
C 1.907 2.975 -7.516  -0.43
O 1.937 1.808 -6.787  -0.08
C 2.102 2.089 -5.430  -0.75
N 1.247 3.777 -9.689  -0.70
H 3.421 2.741 -9.620  0.37
H 2.507 1.636 -10.648  0.39
H 3.114 0.964 -9.151  0.21
H 0.617 1.858 -8.964  0.20
H 1.177 3.694 -7.142  0.04
H 2.901 3.405 -7.465  0.34
H 1.656 1.338 -4.778  -0.62
H 1.777 3.079 -5.055  0.57
H 3.171 2.022 -5.156  0.60
H 0.943 3.582 -10.629  0.27
H 0.524 4.313 -9.178  0.23
C 0.545 -1.805 -6.968  -1.52
C 1.526 -1.743 -5.819  3.14
C 1.759 -3.202 -5.494  -0.93
O 0.619 -4.018 -5.430  -0.53
C 0.042 -3.852 -4.129  -0.19
N 2.779 -1.081 -6.077  -0.34
H 0.836 -2.470 -7.787  0.39
H 0.290 -0.843 -7.407  0.23
H -0.435 -2.216 -6.633  0.32
H 1.107 -1.230 -4.932  -1.68
H 2.286 -3.320 -4.507  -0.06
H 2.516 -3.575 -6.133  0.68
H 0.579 -4.428 -3.334  0.26
H -0.949 -4.265 -4.214  0.14
H 0.000 -2.814 -3.811  0.13
H 3.429 -1.625 -6.629  0.32
H 2.678 -0.301 -6.713  -0.17
C -4.741 -1.381 -4.431  -1.01
C -5.675 -0.212 -4.137  0.42
C -5.006 1.108 -3.781  -0.29
O -4.397 0.911 -2.557  0.06
C -3.680 2.025 -2.178  -0.22
N -6.522 -0.130 -5.389  -0.70
H -5.366 -2.306 -4.438  0.27
H -4.016 -1.429 -3.600  -0.21
H -4.131 -1.213 -5.286  0.58
H -6.402 -0.496 -3.358  0.36
H -5.734 1.912 -3.716  0.33
H -4.332 1.501 -4.521  -0.23
H -2.839 2.269 -2.861  -0.06
H -3.321 1.855 -1.190  -0.19
H -4.238 2.954 -2.165  0.49
H -7.389 0.425 -5.187  0.28
H -5.974 0.291 -6.141  0.28
C -5.986 2.088 3.508  -1.45
C -6.127 0.587 3.074  2.16
C -6.904 -0.167 4.100  -0.99
O -7.121 -1.514 3.899  -0.46
C -5.955 -2.312 4.096  -0.18
N -7.026 0.534 1.830  -0.80
H -5.272 2.127 4.310  0.29
H -6.922 2.509 3.854  0.34
H -5.583 2.710 2.680  0.36
H -5.091 0.204 2.843  -0.93
H -7.839 0.399 4.191  0.36
H -6.326 -0.019 5.014  0.38
H -5.466 -1.965 4.992  0.23
H -5.308 -2.311 3.208  -0.05
H -6.194 -3.349 4.149  0.26
H -7.006 -0.383 1.404  0.26
H -6.690 1.230 1.154  0.26
C 9.302 2.873 2.723  -1.68
C 8.225 2.143 2.042  0.81
C 7.088 1.839 3.044  -1.14
O 5.868 1.367 2.420  0.00
C 5.880 0.149 1.711  -0.82
N 7.688 2.936 0.984  -0.41
H 9.623 2.314 3.617  0.34
H 9.093 3.938 2.858  0.47
H 10.206 2.880 2.055  0.39
H 8.590 1.206 1.570  0.18
H 6.773 2.785 3.506  0.20
H 7.362 1.045 3.702  0.56
H 5.822 0.349 0.637  0.14
H 5.157 -0.492 2.104  0.37
H 6.912 -0.299 1.884  0.32
H 8.073 3.855 1.096  0.24
H 6.704 2.920 0.944  0.05
C -0.415 -0.609 7.837  -1.04
C -1.436 -1.674 7.445  0.47
C -2.688 -1.378 8.229  -1.09
O -3.747 -2.220 7.761  -0.25
C -4.967 -1.934 8.441  -0.90
N -1.764 -1.459 6.026  0.84
H -0.147 -0.656 8.874  0.56
H -0.901 0.372 7.665  0.20
H 0.494 -0.598 7.204  -0.11
H -1.203 -2.703 7.731  0.45
H -2.996 -0.340 8.149  0.24
H -2.527 -1.537 9.313  0.47
H -5.764 -2.609 8.017  0.24
H -5.243 -0.890 8.440  0.34
H -4.914 -2.382 9.440  0.38
H -1.039 -1.619 5.330  -0.69
H -2.496 -2.064 5.796  -0.03
C 1.128 1.817 -0.852  -1.07
C 0.485 0.510 -0.722  2.57
C -0.487 0.601 0.444  -0.57
O -0.964 -0.653 0.839  0.84
C -1.943 -0.594 1.884  -0.44
N -0.191 0.173 -1.975  0.49
H 0.296 2.451 -1.041  0.47
H 1.847 1.867 -1.652  0.02
H 1.536 2.144 0.086  -0.37
H 1.236 -0.236 -0.477  -1.52
H -1.282 1.155 0.045  -0.33
H 0.064 1.120 1.228  0.24
H -2.601 0.244 1.714  0.53
H -1.382 -0.451 2.784  -0.14
H -2.570 -1.522 1.881  -0.35
H 0.404 -0.001 -2.824  -0.38
H -0.722 -0.708 -1.878  -0.13
C -0.967 2.006 4.259  0.07
C -1.929 2.484 5.361  0.36
C -2.558 3.776 4.951  -0.58
O -1.512 4.758 4.927  -0.33
C -2.029 6.054 4.706  -0.91
N -2.977 1.469 5.644  0.16
H -0.591 0.997 4.491  -0.49
H -0.123 2.628 4.151  0.32
H -1.451 2.027 3.282  -0.34
H -1.359 2.706 6.281  0.16
H -3.369 4.035 5.679  0.56
H -3.044 3.627 3.935  0.12
H -1.193 6.707 4.967  0.26
H -2.820 6.297 5.471  0.33
H -2.495 6.145 3.720  0.35
H -3.427 1.715 6.525  0.38
H -2.635 0.518 5.695  -0.54
C 2.174 -5.390 1.816  -1.64
C 2.031 -4.413 0.674  0.61
C 1.504 -5.080 -0.616  0.60
O 2.237 -6.159 -1.070  -0.50
C 3.326 -5.762 -1.828  -0.29
N 1.246 -3.269 1.030  1.50
H 1.244 -5.819 2.156  0.27
H 2.636 -4.883 2.742  0.11
H 2.787 -6.210 1.386  0.50
H 3.059 -4.118 0.467  0.11
H 1.434 -4.238 -1.348  -0.16
H 0.460 -5.404 -0.493  -0.30
H 3.966 -6.612 -2.016  0.38
H 3.948 -4.965 -1.363  0.04
H 2.993 -5.294 -2.780  0.03
H 0.242 -3.546 1.004  -0.60
H 1.543 -2.493 0.440  -0.60
C -5.151 -2.831 -1.024  -1.43
C -3.590 -3.117 -0.935  2.26
C -3.229 -4.359 -1.804  -0.45
O -3.865 -5.545 -1.295  -0.28
C -3.678 -6.692 -2.076  -0.88
N -2.811 -1.969 -1.259  0.92
H -5.422 -2.148 -0.185  0.28
H -5.679 -3.759 -0.695  0.39
H -5.544 -2.387 -1.919  0.09
H -3.400 -3.495 0.084  -1.28
H -2.174 -4.620 -1.801  -0.08
H -3.577 -4.165 -2.849  0.38
H -4.029 -7.537 -1.455  0.25
H -2.664 -6.877 -2.482  0.30
H -4.349 -6.598 -2.923  0.33
H -3.351 -1.294 -1.786  -0.32
H -2.348 -1.538 -0.493  -0.66

HOMO = -8.71 eV

***

Entry b
The following is a DFT calculation (wB97M-V/def2-TZVPD) of a 16-piece molecular cluster, C64H176N16O16 overall.

Last column: Mulliken charge in e.
Cartesian coordinates (Å):
C -4.320 13.724 4.387  2.12
C -3.474 14.412 3.227  0.28
C -2.212 13.680 2.924  -1.14
O -1.267 13.690 3.987  -0.22
C -1.001 14.933 4.546  -0.97
N -4.264 14.505 2.037  -0.64
H -5.243 14.231 4.669  -0.34
H -3.695 13.378 5.211  -0.21
H -4.776 12.855 3.911  -1.04
H -3.264 15.441 3.520  0.09
H -1.829 14.088 1.989  0.42
H -2.339 12.650 2.591  0.16
H -1.762 15.500 5.083  0.26
H -0.788 15.548 3.671  0.42
H -0.091 14.828 5.136  0.35
H -3.838 14.925 1.223  0.30
H -4.520 13.572 1.747  0.19
C -3.919 16.258 10.982  -1.04
C -4.598 16.817 12.218  2.02
C -3.929 16.332 13.580  -1.60
O -4.122 14.917 13.715  0.25
C -5.328 14.589 14.465  -0.47
N -4.648 18.261 12.144  -0.77
H -4.054 15.177 11.034  -0.03
H -2.834 16.364 10.974  0.42
H -4.322 16.743 10.093  0.24
H -5.661 16.586 12.287  -0.93
H -4.343 16.810 14.469  0.49
H -2.889 16.614 13.415  0.49
H -5.504 13.526 14.632  0.46
H -6.168 15.065 13.959  -0.07
H -5.109 14.952 15.469  0.02
H -3.770 18.725 12.328  0.28
H -4.865 18.504 11.188  0.26
C -7.765 14.248 2.657  -1.57
C -8.585 13.183 3.424  1.95
C -9.652 13.897 4.326  -1.19
O -9.032 14.314 5.606  0.28
C -9.882 15.029 6.344  -1.29
N -9.302 12.464 2.288  -0.73
H -7.185 14.808 3.391  0.16
H -8.299 14.917 1.983  0.40
H -7.121 13.604 2.058  0.41
H -7.946 12.477 3.954  -0.61
H -10.404 13.130 4.511  0.38
H -10.095 14.661 3.687  0.30
H -9.357 15.360 7.240  0.20
H -10.825 14.537 6.585  0.42
H -10.193 15.965 5.880  0.46
H -9.902 12.958 1.644  0.30
H -9.975 11.865 2.745  0.17
C -5.368 12.705 11.386  -0.30
C -6.452 13.596 10.799  1.62
C -7.126 13.174 9.410  -0.74
O -6.180 13.138 8.413  1.16
C -6.588 12.358 7.262  -0.48
N -7.471 13.891 11.866  0.51
H -5.767 11.691 11.428  0.55
H -4.999 12.971 12.377  0.02
H -4.434 12.834 10.838  -0.64
H -6.040 14.580 10.573  -1.15
H -8.032 13.735 9.178  0.03
H -7.604 12.197 9.485  -0.06
H -6.521 11.286 7.447  0.69
H -5.901 12.461 6.423  -0.67
H -7.592 12.562 6.890  0.08
H -8.043 13.066 11.975  -0.01
H -6.978 13.912 12.747  -0.28
C -3.777 6.921 17.248  -1.41
C -3.498 8.296 16.601  0.71
C -4.788 8.820 15.917  -0.69
O -5.838 8.833 16.913  -0.35
C -7.058 9.377 16.381  -0.62
N -3.126 9.136 17.678  -0.77
H -4.565 6.381 16.723  0.31
H -4.221 6.924 18.244  0.32
H -2.819 6.406 17.312  0.38
H -2.667 8.373 15.900  0.27
H -4.982 8.217 15.030  0.43
H -4.618 9.830 15.543  0.29
H -7.461 8.829 15.529  0.32
H -7.009 10.437 16.135  0.09
H -7.811 9.260 17.161  0.36
H -3.034 10.010 17.180  0.07
H -3.869 9.402 18.309  0.34
C -6.664 17.089 7.924  -1.28
C -5.997 16.504 6.636  2.28
C -5.234 17.545 5.781  -0.21
O -6.148 18.292 4.982  -0.36
C -5.580 19.232 4.092  -0.84
N -5.059 15.568 7.163  -0.07
H -7.252 16.340 8.454  -0.07
H -7.367 17.905 7.759  0.52
H -5.881 17.525 8.544  0.26
H -6.727 15.922 6.073  -0.74
H -4.598 16.883 5.193  -0.26
H -4.623 18.239 6.359  0.40
H -4.555 19.009 3.798  0.31
H -5.546 20.151 4.677  0.31
H -6.140 19.419 3.176  0.26
H -4.462 15.146 6.466  -0.38
H -5.597 14.796 7.530  -0.17
C -8.606 18.949 12.171  -1.64
C -9.258 17.595 12.276  1.61
C -10.685 17.903 12.528  -1.20
O -11.610 16.763 12.573  -0.37
C -11.430 15.755 13.550  -0.41
N -9.051 16.889 11.085  -0.39
H -8.968 19.462 11.280  0.44
H -7.526 18.975 12.024  0.24
H -8.728 19.580 13.051  0.45
H -8.999 17.021 13.165  -0.15
H -11.042 18.587 11.758  0.33
H -10.779 18.427 13.479  0.40
H -10.636 15.084 13.223  -0.08
H -12.267 15.058 13.599  0.39
H -11.126 16.130 14.527  0.33
H -8.082 17.036 10.839  0.02
H -9.171 15.895 11.213  -0.02
C -4.681 17.856 20.472  -1.61
C -4.388 16.726 19.513  1.49
C -3.439 16.942 18.289  -1.09
O -3.326 15.733 17.513  -0.06
C -2.238 15.532 16.633  -0.75
N -3.978 15.661 20.431  -0.77
H -5.572 17.612 21.050  0.36
H -4.831 18.809 19.965  0.36
H -4.020 18.113 21.299  0.37
H -5.299 16.464 18.974  -0.48
H -2.468 17.204 18.709  0.43
H -3.741 17.746 17.618  0.37
H -2.301 16.334 15.896  0.32
H -2.547 14.564 16.238  0.07
H -1.266 15.574 17.124  0.46
H -3.573 14.850 19.986  0.28
H -4.859 15.340 20.804  0.28
C -6.492 14.004 17.623  -1.40
C -7.542 15.034 17.080  0.93
C -8.861 14.371 16.608  -1.02
O -9.517 13.502 17.609  -0.39
C -10.813 13.051 17.336  -0.64
N -7.899 15.803 18.237  -0.57
H -5.618 14.451 18.096  -0.02
H -6.299 13.175 16.941  0.11
H -7.059 13.450 18.371  0.56
H -7.150 15.750 16.358  0.25
H -8.807 13.763 15.705  0.54
H -9.504 15.168 16.236  0.40
H -11.189 12.497 18.196  0.26
H -10.739 12.438 16.438  0.18
H -11.518 13.867 17.179  0.29
H -8.878 15.630 18.415  0.28
H -7.856 16.811 18.175  0.19
C -0.172 13.576 14.529  -1.57
C -0.876 12.265 14.953  1.13
C -1.192 11.440 13.772  -0.71
O -1.914 10.341 14.188  -0.10
C -2.421 9.495 13.109  -0.74
N 0.077 11.565 15.771  -0.77
H 0.776 13.509 13.996  0.35
H 0.060 14.173 15.411  0.35
H -0.813 14.289 14.010  0.22
H -1.724 12.482 15.603  -0.03
H -0.354 11.035 13.204  0.37
H -1.750 12.047 13.059  0.12
H -2.927 8.644 13.565  0.25
H -1.562 9.178 12.517  0.36
H -3.105 9.958 12.398  0.14
H 0.453 10.933 15.078  0.33
H -0.502 10.984 16.360  0.35
C -10.180 11.224 9.069  -0.88
C -11.105 11.300 10.308  0.07
C -10.526 12.155 11.441  0.02
O -9.258 11.685 11.918  -0.45
C -9.308 10.412 12.536  -1.13
N -12.375 11.822 9.753  -0.56
H -9.277 10.701 9.384  0.42
H -9.821 12.190 8.713  0.12
H -10.609 10.568 8.311  0.29
H -11.227 10.272 10.649  0.46
H -11.206 12.074 12.289  0.56
H -10.401 13.185 11.107  -0.50
H -10.082 10.317 13.297  0.40
H -8.328 10.188 12.955  0.27
H -9.446 9.551 11.882  0.31
H -12.902 12.306 10.466  0.38
H -12.012 12.632 9.270  -0.20
C -8.132 7.274 2.240  -0.79
C -9.444 7.882 2.769  0.40
C -9.139 9.072 3.722  0.01
O -10.278 9.847 4.126  -0.48
C -10.384 10.222 5.527  -1.00
N -10.137 8.418 1.612  -0.76
H -7.818 7.988 1.479  0.56
H -8.251 6.270 1.833  0.36
H -7.381 7.185 3.024  -0.47
H -10.148 7.178 3.213  0.29
H -8.420 9.825 3.398  0.02
H -8.842 8.637 4.677  0.21
H -9.594 10.846 5.944  0.25
H -10.551 9.416 6.243  0.52
H -11.246 10.888 5.498  0.51
H -10.870 9.084 1.809  0.23
H -10.589 7.653 1.133  0.27
C -3.371 9.348 3.240  -1.28
C -4.833 9.026 3.739  0.90
C -5.000 9.274 5.231  0.73
O -4.429 8.061 5.801  -0.49
C -4.345 8.218 7.230  -0.56
N -5.622 10.001 2.948  -0.22
H -3.005 10.363 3.398  -0.06
H -3.337 9.239 2.156  0.48
H -2.698 8.617 3.687  0.42
H -5.212 8.035 3.493  -0.42
H -6.039 9.503 5.469  0.16
H -4.399 10.072 5.666  -0.38
H -3.788 7.362 7.611  0.38
H -5.312 8.094 7.718  0.27
H -3.898 9.139 7.603  0.05
H -5.891 10.876 3.375  -0.42
H -5.098 10.268 2.127  0.34
C -17.102 14.211 7.131  -1.50
C -15.870 13.790 7.990  0.75
C -14.784 14.902 8.227  -1.08
O -13.579 14.327 8.610  -0.08
C -12.510 15.165 8.980  -0.26
N -16.303 13.167 9.234  -0.82
H -17.684 13.356 6.786  0.39
H -16.803 14.685 6.196  0.37
H -17.770 14.869 7.688  0.33
H -15.356 13.035 7.396  0.22
H -15.068 15.428 9.138  0.44
H -14.664 15.585 7.386  0.31
H -12.116 15.505 8.022  0.15
H -11.722 14.572 9.444  -0.23
H -12.701 16.076 9.547  0.48
H -15.429 12.981 9.706  0.28
H -16.770 12.324 8.932  0.25
C -7.367 5.842 6.834  -1.45
C -7.965 5.634 5.504  2.10
C -6.935 4.917 4.571  -0.61
O -6.407 3.725 5.068  -0.37
C -5.841 2.906 4.049  -0.73
N -9.116 4.808 5.755  -0.78
H -6.365 6.268 6.897  0.06
H -7.125 4.916 7.356  0.36
H -7.856 6.661 7.362  0.50
H -8.365 6.563 5.098  -1.13
H -6.214 5.722 4.424  0.14
H -7.302 4.771 3.555  0.50
H -5.752 1.976 4.610  0.28
H -4.892 3.315 3.702  0.29
H -6.426 2.698 3.153  0.31
H -8.930 3.843 5.988  0.24
H -9.846 5.082 6.397  0.23
C -2.638 12.651 8.411  -0.44
C -1.297 12.135 7.847  0.43
C -1.466 11.146 6.635  0.42
O -0.143 10.881 6.134  -0.43
C -0.006 10.299 4.847  -0.66
N -0.615 13.357 7.462  -0.79
H -3.015 13.520 7.872  -0.45
H -2.530 12.965 9.449  0.17
H -3.349 11.827 8.353  0.17
H -0.739 11.519 8.552  0.44
H -2.004 11.609 5.808  -0.50
H -2.206 10.373 6.845  0.25
H -0.238 9.253 5.046  0.40
H 0.911 10.470 4.283  0.34
H -0.845 10.405 4.158  0.04
H -0.096 13.049 6.652  0.37
H -1.413 13.811 7.041  0.24

HOMO = -8.75 eV

***

Which is less stable than every other structure shown? entry b is.